Entry 1:
The following is a DFT calculation (the ωB97M-V functional and the def2-TZVPD basis) of a structure of composition C30H35B2F4HgN4O6P.

spin multiplicity = 2
<S²> = 0.827
LUMO level (alpha / beta) = -3.808 / -5.416 eV
charge = +1
HOMO (alpha / beta) = -11.90 / -11.90 eV
HOMO-LUMO gap (alpha / beta) = 8.1 / 6.5 eV

Cartesian coordinates (Å):
Hg: 1.052 1.947 1.393
C: 2.753 -0.164 -2.225
C: 2.181 0.775 -1.221
N: 2.363 0.677 0.028
O: 2.982 -0.432 0.502
B: 2.980 -0.531 1.967
F: 3.737 -1.581 2.347
F: 3.232 0.687 2.593
O: 1.474 -0.959 2.527
N: 0.616 -0.016 2.548
C: -0.638 -0.328 2.877
C: -0.950 -1.604 3.574
C: -1.641 0.552 2.381
N: -1.204 1.610 1.702
O: -2.029 2.183 0.916
B: -1.402 3.464 0.078
F: -2.503 4.139 -0.310
F: -0.573 4.087 1.003
O: -0.663 3.006 -1.105
N: 0.415 2.271 -0.775
C: 1.183 1.819 -1.687
C: 1.039 2.126 -3.133
C: -3.097 0.261 2.425
H: 3.438 -0.859 -1.745
H: 3.282 0.391 -3.002
H: 1.951 -0.727 -2.711
H: -0.040 -2.163 3.769
H: -1.617 -2.211 2.958
H: -1.460 -1.401 4.517
H: 0.315 2.920 -3.269
H: 0.700 1.244 -3.678
H: 2.001 2.432 -3.551
H: -3.330 -0.600 3.041
H: -3.445 0.076 1.405
H: -3.639 1.132 2.796
O: -0.486 -0.610 0.170
P: -1.114 -1.527 -0.841
C: -0.172 -3.040 -1.045
C: -0.744 -4.198 -1.574
C: 0.033 -5.334 -1.743
C: 1.374 -5.322 -1.373
C: 1.940 -4.176 -0.829
C: 1.167 -3.032 -0.665
C: -1.312 -0.761 -2.463
C: -1.921 0.497 -2.506
C: -2.128 1.133 -3.724
C: -1.721 0.517 -4.904
C: -1.098 -0.725 -4.865
C: -0.893 -1.368 -3.648
C: -2.771 -2.049 -0.337
C: -2.861 -2.767 0.861
C: -4.096 -3.156 1.356
C: -5.254 -2.834 0.654
C: -5.172 -2.139 -0.545
C: -3.933 -1.749 -1.046
H: -1.793 -4.212 -1.852
H: -0.409 -6.234 -2.155
H: 1.975 -6.214 -1.499
H: 2.979 -4.173 -0.520
H: 1.595 -2.140 -0.209
H: -2.232 0.979 -1.585
H: -2.603 2.110 -3.747
H: -1.885 1.010 -5.856
H: -0.776 -1.201 -5.785
H: -0.417 -2.344 -3.625
H: -1.949 -3.046 1.386
H: -4.160 -3.726 2.277
H: -6.221 -3.141 1.036
H: -6.073 -1.901 -1.099
H: -3.879 -1.213 -1.984
C: 3.793 4.806 3.551
C: 4.710 4.073 2.564
C: 3.771 3.768 1.414
O: 2.465 3.592 2.038
C: 2.509 4.010 3.435
H: 3.632 5.839 3.237
H: 4.178 4.810 4.569
H: 5.075 3.144 3.004
H: 5.563 4.668 2.245
H: 4.020 2.857 0.877
H: 3.689 4.598 0.717
H: 2.537 3.121 4.062
H: 1.605 4.581 3.634

---

Entry 2:
The following is a DFT calculation (the ωB97M-V functional and the def2-TZVPD basis) of an isolated molecule of C7H14N2.

SMILES string = [H]/N=C/C(CC(C)(C)C)=N/[H]
energy relative to the best compared isomer or geometry (same formula, charge and spin) = 56.5 kcal per mole
LUMO level = 0.648 eV
HOMO = -9.77 eV
HOMO-LUMO gap = 10.4 eV

Cartesian coordinates (Å):
H: -3.157 -1.074 -0.681
N: -2.181 -0.853 -0.866
C: -1.934 0.414 -0.796
C: -0.664 0.955 -1.351
C: 0.560 0.079 -1.168
C: 0.721 -0.372 0.284
C: 0.276 -1.780 0.503
C: -0.446 0.671 1.321
C: 2.083 -0.046 0.849
N: -0.676 2.164 -1.723
H: 0.241 2.527 -1.980
H: -2.678 1.191 -0.607
H: 1.434 0.643 -1.502
H: 0.415 -0.796 -1.806
H: -0.778 -1.841 0.148
H: 0.833 -2.473 -0.128
H: 0.367 -2.086 1.542
H: -1.518 0.770 1.447
H: 0.032 1.646 1.275
H: -0.226 0.179 2.264
H: 2.851 -0.647 0.352
H: 2.335 1.006 0.711
H: 2.113 -0.278 1.914

---

Entry 3:
The following is a DFT calculation (the ωB97M-V functional and the def2-TZVPD basis) of a cluster of 2 separate species, H4O2 in total.

SMILES string = O.O
energy relative to the best compared isomer or geometry (same formula, charge and spin) = 4.8 kcal per mole
LUMO level = 0.687 eV
HOMO = -10.61 eV
HOMO-LUMO gap = 11.3 eV

Cartesian coordinates (Å):
O: 1.514 0.190 -0.066
H: 0.611 -0.202 0.022
H: 2.175 -0.446 0.124
O: -1.104 0.072 -0.036
H: -1.791 -0.609 -0.099
H: -1.406 0.995 0.055

---

Entry 4:
The following is a DFT calculation (the ωB97M-V functional and the def2-TZVPD basis) of a cluster of 8 separate species, C4H24N2O9 in total.

SMILES string = NC(=O)[C@H](N)CCO.O.O.O.O.O.O.O
energy relative to the best compared isomer or geometry (same formula, charge and spin) = 97.2 kcal per mole
LUMO level = 0.039 eV
HOMO = -9.69 eV
HOMO-LUMO gap = 9.7 eV

Cartesian coordinates (Å):
N: 2.214 0.680 2.125
C: 1.649 -0.230 1.291
O: 2.280 -1.173 0.856
C: 0.182 -0.076 0.869
N: -0.752 -0.550 1.935
C: -0.156 -0.674 -0.563
C: 0.842 -0.253 -1.645
O: 1.087 1.103 -1.627
H: 1.673 1.404 2.565
H: 3.194 0.618 2.308
H: 0.213 1.058 0.605
H: -1.633 -0.159 1.919
H: -0.618 -1.516 2.178
H: -0.468 -1.737 -0.675
H: -1.114 -0.152 -0.666
H: 0.381 -0.431 -2.684
H: 1.910 -0.645 -1.549
H: 1.573 1.373 -0.792
O: -1.272 2.906 -3.021
H: -1.387 2.131 -2.574
H: -0.317 2.962 -3.057
O: 0.004 -3.453 0.092
H: 0.557 -2.906 0.733
H: 0.494 -3.504 -0.757
O: -2.666 0.692 -0.740
H: -3.091 1.503 -0.575
H: -3.303 -0.080 -0.891
O: -2.919 -2.526 0.041
H: -3.504 -2.900 0.713
H: -2.088 -2.398 0.627
O: 2.335 -2.953 -1.929
H: 1.382 -3.210 -1.745
H: 2.515 -2.290 -1.273
O: -0.315 2.451 3.228
H: -0.391 1.530 3.540
H: -0.264 2.391 2.315
O: 0.891 3.452 -0.212
H: 0.088 3.716 0.182
H: 0.794 3.845 -1.147